No. 1
This record from the Open Molecules 2025 dataset describes a structure of composition C46H40F15GeInNO2SSe4 in a non-equilibrium geometry. The level of theory is the ωB97M-V functional and the def2-TZVPD basis.

HOMO-LUMO gap = 4.97 eV
strongest force on any atom = 1.21 eV/A
highest occupied orbital energy = -0.17986 Ha
total charge = -1
E_LUMO = 0.074 eV

Geometry as XYZ:
```
111
C46H40F15GeInNO2SSe4 the ωB97M-V functional and the def2-TZVPD basis
C -1.8285 0.4506 1.9663
C 4.2753 -2.5553 -5.0422
C 2.4082 -4.1217 -0.7566
H -1.2500 5.6241 -1.1503
C 1.8902 -2.8602 -5.1551
F 5.4816 -2.6697 -5.6133
H -2.2401 -1.3919 -2.5231
C 6.7839 -0.6970 0.8776
Se 0.6506 4.7213 1.6932
C -0.6092 0.9717 1.4863
F 3.4661 -4.1343 -1.5851
C -2.9445 -2.5199 3.4516
C 0.6131 0.8106 2.2494
H -3.5983 0.4476 5.1164
C -1.0999 4.9873 -3.8165
C 0.9818 -5.3086 0.7569
H -2.4379 -0.5622 -4.0564
C -0.6581 -0.5304 3.7952
In 1.5062 2.6855 0.0437
C -3.4391 -0.6257 5.0231
C 5.9574 -1.7394 1.2808
H -1.1199 6.0067 -4.1999
H -3.9385 2.6169 -3.3338
C -1.8679 -0.3286 3.0852
F 0.6201 -6.4412 1.3732
H -2.7811 -2.7983 2.4145
C 3.1447 -2.9480 -5.7511
C 2.2363 1.2246 4.8506
H -3.5977 6.1287 -3.8732
F 6.3651 -2.5862 2.2361
C 4.1369 -2.0563 -3.7521
F 3.9298 -2.8915 1.1542
F 7.1298 1.1697 -0.5292
Ge 2.5069 -1.2043 -1.3047
C -3.1669 2.3881 -2.6162
C -3.1451 -1.0023 3.5644
Se 2.6154 4.8100 2.8818
H 3.2461 0.0362 2.6717
H -5.5757 -0.5332 -3.9369
C -1.1414 2.9934 -1.4482
H -2.6185 -0.9080 5.6787
H -3.8213 -3.0535 3.8130
H -4.5625 0.7924 -4.4997
H -0.6947 -1.1592 4.6703
H -5.3185 -1.5957 -1.8579
C 6.3521 0.1640 -0.1275
H 2.4196 1.9414 4.0548
H -4.5477 0.4482 2.7392
H 1.2974 -2.0838 5.1066
H -3.5076 -1.9105 -3.6440
H -2.0848 -2.8521 4.0257
C -5.0196 0.3479 -3.6184
H -3.6735 4.5003 -4.5312
C -3.9681 -0.0743 -2.5886
H -1.1485 4.2937 -4.6553
H 1.4703 1.6327 5.5073
C 1.6030 -1.0995 5.4595
C 0.3066 -4.1230 1.0158
F 0.0516 -1.8134 0.6299
H 3.1547 1.1055 5.4211
C -3.1493 1.0876 -2.0484
F 2.6914 -6.4498 -0.4056
C -3.5850 5.0719 -3.6103
C 1.8016 -2.3687 -3.8614
H 0.8653 -0.7187 6.1641
F 4.6954 0.7670 -1.6864
N -0.4915 1.6997 0.3863
H -2.2640 -0.0932 -0.5054
H -3.0018 5.5441 -0.9728
C 1.8026 -0.1343 4.2866
C 1.7634 -2.9237 -0.5076
C 0.7049 -2.9530 0.3772
C -1.3478 1.8221 -0.6141
C -2.1928 5.7337 -1.6781
H 2.5470 -1.2125 5.9906
F 0.8005 -3.2560 -5.8281
C 2.9215 -0.7026 3.4000
C 0.5391 0.0405 3.4559
C 4.2655 -1.0779 -0.3263
F 7.9843 -0.5411 1.4427
H -4.0007 -1.2523 -0.7505
S 1.3652 0.5467 -1.7027
C -2.2389 3.3467 -2.3151
F 3.2646 -3.4315 -6.9935
H -4.4484 4.8691 -2.9796
C 2.0377 -5.3103 -0.1455
H -4.2160 -0.9300 1.6781
C -2.2820 4.7620 -2.8666
C -2.3111 0.8675 -0.9923
Se 4.1312 3.0844 0.0543
F 0.6038 -2.3234 -3.2533
F -0.7127 -4.1262 1.8837
H 3.7782 -0.9861 4.0094
H -5.3410 -0.1109 -0.9012
C -4.3596 -0.6240 2.7112
C 2.9051 -1.9557 -3.1374
Se 4.1896 5.1085 1.1704
H -5.2475 -1.1308 3.0880
O -0.0863 3.6747 -1.3630
C 5.1057 -0.0466 -0.7033
C -4.6995 -0.7997 -1.4485
H -0.1629 4.8262 -3.2905
C 4.7078 -1.8982 0.6937
H -2.7200 0.7386 1.4389
H -2.2686 6.7633 -2.0219
F 5.2348 -1.7021 -3.0715
H -4.3373 -1.1402 5.3638
H -5.7234 1.0543 -3.1813
C -2.9767 -1.0482 -3.2458
O 1.6982 1.3021 1.8171
H 2.5646 -1.5862 2.8706
```



No. 2
This record from the Open Molecules 2025 dataset describes a structure of composition C46H41FI2N6O14P in a non-equilibrium geometry. The level of theory is the ωB97M-V functional and the def2-TZVPD basis.

HOMO-LUMO gap = 5.74 eV
strongest force on any atom = 10.10 eV/A
highest occupied orbital energy = -0.37962 Ha
total charge = +1
E_LUMO = -4.593 eV

Geometry as XYZ:
```
111
C46H41FI2N6O14P the ωB97M-V functional and the def2-TZVPD basis
H 5.4589 3.7140 1.6053
H -5.9034 2.6913 1.0572
N 2.5254 0.6183 -1.0329
H -11.9985 5.6386 -1.6756
C 0.3322 -3.6873 -4.6673
I -0.5304 -1.1356 -0.8879
H -5.6568 -0.2881 -6.4393
C 8.2218 -7.8780 5.8938
C -11.9725 4.5333 0.2110
H 4.5419 2.4811 -1.3276
C -3.4734 3.0388 0.6166
C -9.6053 3.2928 -0.8360
H -2.2671 5.2891 -2.3894
C 6.2625 -8.8838 4.6630
C -4.5908 4.8294 -1.8997
H -6.8715 4.1709 -1.1359
C 1.4900 -6.2814 -4.9469
H 5.8297 -9.7542 4.1852
C -10.3431 4.3124 -1.6081
H 4.6265 -7.5768 4.3177
C -6.8225 0.7138 -4.8849
H -0.4816 1.0233 3.9525
H -1.3062 1.8264 -1.1088
H -0.1522 -2.7330 -4.5002
H 1.5808 2.0984 -4.2367
H 2.1358 -1.1309 -4.0375
O 7.6030 -3.0317 4.8315
H 1.5687 -3.0559 -6.2724
C 1.2553 -3.8606 -5.6182
H 0.2534 -6.9128 -3.3418
C 1.5804 5.6941 2.5727
C 3.5593 -0.1916 -0.3188
H -9.5793 2.1875 1.0505
C 0.1405 0.4218 0.5421
N 1.9960 4.2623 2.2320
H 4.6648 -0.0501 -0.7468
C -5.7012 4.0793 -0.9255
C 5.2336 2.8281 0.8545
C -2.3605 3.7781 -0.3760
O 1.7865 5.2532 -0.0200
C -5.5743 0.1815 -5.4667
C 6.2262 -6.5426 5.3914
C 0.0995 -0.0027 1.9980
H 0.2052 2.8656 -1.8139
C -0.0796 -4.7977 -3.7857
C -6.7337 1.3592 -3.5602
C 7.6126 -9.0511 5.2366
C -11.4458 4.8896 -1.1212
H -3.1216 2.4076 1.5427
H 8.0091 -5.8394 6.4428
I -0.5386 -2.0663 2.5178
O -7.8889 0.6228 -5.4774
O 2.5284 6.6497 2.6391
C -5.5686 1.4562 -2.9127
H 3.5198 0.0807 0.8383
C -5.0920 3.1973 0.3501
C 2.0437 1.8379 -0.3203
O -12.9806 5.0625 0.6583
H 4.3851 4.2554 -0.7084
C 4.1915 3.1172 -0.4151
H 5.2094 -3.7155 5.5709
O 3.2192 -0.6250 3.0262
N 0.5779 1.8184 0.1641
O 5.6353 -5.4736 5.4588
N 2.7382 2.9891 -0.0353
C 4.1490 -2.2930 4.4065
C 2.1425 4.1920 0.7276
C -10.1321 2.9365 0.4962
C -11.2348 3.5137 0.9831
C 0.4917 0.9631 3.2641
N 5.8943 1.6365 1.0580
H 1.3333 0.4895 3.9309
C -0.3420 2.4768 -0.8395
H 2.8803 -1.5982 -2.6298
N 2.9713 -0.9141 -3.4165
H 7.6662 -1.0677 3.1357
H -3.4850 -0.1076 -5.2322
C 4.2280 -1.1790 3.4408
O -8.5972 2.7635 -1.2834
H -9.9429 4.5628 -2.5831
O -3.2540 1.0149 -2.9019
O 2.7453 -5.3310 -6.6999
H 3.1560 -2.5890 4.7221
C -4.4092 0.2785 -4.8191
H 0.7151 2.0625 2.9318
O -0.9017 3.7129 -0.1983
C 7.5763 -6.7098 5.9650
O 1.3132 1.3348 -3.6133
P 2.7376 0.7711 -2.7727
C 5.5715 -0.7592 2.9959
H -7.6579 1.7453 -3.1471
F 0.1603 6.0393 2.8516
C 5.6169 -7.7157 4.7342
H 2.9405 4.1180 2.6532
O 8.2035 -10.1201 5.1692
C 5.2507 -2.8974 4.8618
C 6.6732 -1.3637 3.4512
C 1.9018 -5.1710 -5.8286
O -0.9232 -4.6377 -2.9143
H 5.6127 0.0588 2.2868
C 6.5942 -2.4777 4.4169
C 0.5668 -6.1081 -3.9961
C -4.3204 0.9239 -3.4944
C -2.9558 4.6910 -1.6301
H -5.0208 5.4463 -2.8001
H -5.4861 1.9258 -1.9401
H -11.6349 3.2633 1.9580
H 1.9744 -7.2357 -5.1140
H 6.5229 1.7180 1.9119
H 9.2123 -8.0168 6.3103
H 3.2881 -1.3478 -0.3782
```